Entry 1:
Density functional theory data (wB97M-V/def2-TZVPD) for a cluster of 5 separate species, C26H57O6P in total.

Element x y z (Å)
C  8.7715  1.1422  1.8606
C  7.4149  1.1435  1.1803
O  6.6690  2.2676  1.5844
P  5.5085  2.8241  0.4405
C  4.2124  3.4507  -0.7565
C  2.8568  3.6532  -0.0762
C  1.6699  3.7409  -1.0532
C  0.5816  2.6783  -0.8586
C  1.1108  1.2481  -0.6676
C  0.4595  0.2366  -1.6101
C  0.9469  -1.1881  -1.3834
O  0.1912  -1.8340  -0.3724
C  0.9099  -2.2049  0.7782
H  9.4641  1.8174  1.3612
H  9.2068  0.1427  1.8293
H  8.6678  1.4424  2.9006
H  6.8684  0.2263  1.4294
H  7.5583  1.1358  0.0901
H  6.5472  3.0463  -0.4916
H  5.1932  3.8145  1.3844
H  4.8366  1.5817  0.5296
H  4.0908  2.6976  -1.5428
H  4.5320  4.3839  -1.2278
H  2.7053  2.8339  0.6345
H  2.8967  4.5627  0.5269
H  2.0336  3.6728  -2.0811
H  1.2171  4.7291  -0.9635
H  -0.0500  2.6808  -1.7511
H  -0.0685  2.9563  -0.0284
H  2.1893  1.2054  -0.8433
H  0.9622  0.9265  0.3671
H  -0.6253  0.2662  -1.4973
H  0.7323  0.5146  -2.6320
H  0.9049  -1.7610  -2.3074
H  2.0027  -1.1475  -1.0912
H  0.1941  -2.3363  1.5884
H  1.4398  -3.1516  0.6366
H  1.6305  -1.4388  1.0740
C  -4.7469  -2.4438  1.1483
C  -3.2631  -2.6211  0.8260
C  -2.8536  -1.2010  0.4633
O  -3.6888  -0.3320  1.2390
C  -4.7508  -1.0819  1.8294
H  -5.1563  -3.2304  1.7801
H  -5.3308  -2.4069  0.2258
H  -2.7220  -2.9553  1.7145
H  -3.0693  -3.3302  0.0232
H  -3.0302  -0.9989  -0.6004
H  -1.8109  -0.9865  0.6799
H  -4.5587  -1.1804  2.9037
H  -5.6878  -0.5391  1.6954
C  1.9150  -5.7759  -3.1852
C  3.3782  -5.7724  -3.6236
C  3.5492  -4.3368  -4.1028
O  2.6712  -3.5422  -3.3032
C  1.7733  -4.3864  -2.5784
H  1.6704  -6.5682  -2.4796
H  1.2613  -5.8779  -4.0539
H  4.0286  -5.9667  -2.7682
H  3.6061  -6.5033  -4.3978
H  3.2636  -4.2327  -5.1550
H  4.5669  -3.9637  -3.9832
H  2.0617  -4.3823  -1.5212
H  0.7637  -3.9842  -2.6590
C  -4.0112  1.7923  -2.0795
C  -5.2566  1.0960  -2.6221
C  -5.3630  1.7034  -4.0155
O  -4.0260  1.9816  -4.4339
C  -3.1352  1.8625  -3.3230
H  -3.5337  1.2587  -1.2582
H  -4.2612  2.7973  -1.7333
H  -5.0865  0.0188  -2.6897
H  -6.1489  1.2625  -2.0205
H  -5.9315  2.6397  -3.9967
H  -5.8261  1.0338  -4.7412
H  -2.5414  0.9487  -3.4407
H  -2.4561  2.7162  -3.3220
C  -3.6685  1.6972  4.7196
C  -4.3847  2.1263  5.9989
C  -4.9981  0.8103  6.4605
O  -4.1081  -0.2197  6.0276
C  -3.1561  0.3176  5.1070
H  -2.8695  2.3707  4.4145
H  -4.3792  1.6172  3.8942
H  -3.6618  2.4861  6.7341
H  -5.1302  2.9049  5.8445
H  -5.9793  0.6484  6.0006
H  -5.1105  0.7460  7.5434
H  -2.1798  0.3779  5.6005
H  -3.0691  -0.3545  4.2530

Cartesian forces (eV/Å) of the 3 atoms listed first:
0.026 -0.154 -0.109
0.072 -0.072 0.188
0.051 0.169 -0.212

Results
Spin multiplicity: 1
SMILES string: CCO[PH3]CCCCCCCOC.C1CCOC1.C1CCOC1.C1CCOC1.C1CCOC1
HOMO-LUMO gap: 0.36547 Ha

Taken from the Mulliken analysis, the atomic charges in e are: -1.17 -0.24 -0.39 0.52 -1.06 -0.58 -1.09 -0.50 -0.18 0.02 -0.59 -0.15 -0.87 0.28 0.36 0.30 0.25 0.33 -0.02 -0.04 -0.07 0.37 0.44 0.37 0.53 0.38 0.39 0.06 0.40 0.17 0.19 -0.15 0.32 0.18 0.46 0.22 0.25 0.39 -0.64 -0.56 0.34 -0.44 -0.34 0.38 0.26 0.29 0.38 0.03 -0.19 0.12 0.30 -0.63 -0.56 -0.50 -0.38 -0.04 0.37 0.29 0.26 0.36 0.28 0.25 0.05 0.24 -0.19 -0.49 -0.54 -0.46 -0.13 -0.02 0.32 0.21 0.40 0.28 0.28 0.16 0.17 -0.31 -0.58 -0.40 -0.43 -0.16 0.41 0.10 0.27 0.34 0.26 0.28 0.32 -0.06


Entry 2:
Density functional theory data (wB97M-V/def2-TZVPD) for a cluster of 4 separate species, C26H58BrN3 in total in a non-equilibrium geometry.

Element x y z (Å)
C  5.4487  0.9466  -1.4301
C  4.4584  2.0176  -1.1286
C  3.2730  1.4184  -0.2399
N  2.2850  2.5540  0.1022
C  3.0190  3.8192  0.6649
C  1.4783  3.0007  -1.1485
C  0.2086  3.5630  -0.4860
C  -0.0638  2.7563  0.8109
C  1.2001  1.9563  0.9331
H  5.7208  0.4559  -0.4956
H  6.2945  1.4212  -1.9276
H  4.8413  0.2936  -2.0567
H  4.0362  2.4310  -2.0446
H  4.9417  2.8309  -0.5874
H  3.6182  0.8852  0.6458
H  2.7694  0.7296  -0.9181
H  2.3654  4.5338  1.1652
H  3.4229  4.3731  -0.1825
H  3.8409  3.5445  1.3261
H  2.0061  3.7289  -1.7643
H  1.2671  2.1822  -1.8367
H  0.4007  4.5288  -0.0187
H  -0.6361  3.7840  -1.1385
H  -0.1815  3.4825  1.6152
H  -0.8819  2.0973  0.5199
H  1.5693  1.8160  1.9490
H  1.0054  0.9014  0.7396
C  2.3633  -3.6871  -7.2519
C  2.3287  -2.2882  -6.5989
C  0.9231  -2.0232  -5.9536
C  0.5291  -2.7759  -4.6574
N  -0.3694  -2.0738  -3.5320
C  -1.5614  -1.3539  -4.1662
C  -2.0498  -0.3277  -3.0854
C  -0.7794  -0.0902  -2.2043
C  0.3592  -0.9481  -2.7954
C  -0.8494  -3.1084  -2.4900
H  2.2518  -4.5060  -6.5412
H  3.3049  -3.8557  -7.7745
H  1.5704  -3.7627  -7.9959
H  2.6754  -1.4951  -7.2613
H  3.1635  -2.1335  -5.9154
H  0.1812  -2.2661  -6.7143
H  0.8920  -0.9686  -5.6798
H  1.4412  -3.0750  -4.1408
H  0.0591  -3.7498  -4.7944
H  -2.4266  -1.9916  -4.3477
H  -1.2990  -0.8213  -5.0804
H  -2.8604  -0.7654  -2.5028
H  -2.4297  0.5306  -3.6396
H  -0.9103  -0.3749  -1.1603
H  -0.4281  0.9217  -2.0025
H  1.1362  -1.2373  -2.0877
H  0.7610  -0.4600  -3.6833
H  -1.2798  -3.9583  -3.0195
H  -1.5280  -2.6347  -1.7806
H  -0.0243  -3.3166  -1.8087
C  -5.4259  1.4904  6.2970
C  -5.2607  1.3272  4.7943
C  -4.2209  0.2462  4.3224
C  -2.7052  0.6457  4.5363
N  -1.7339  -0.4638  4.0141
C  -1.7560  -1.5774  5.0261
C  -0.3861  -2.2612  4.9136
C  0.5956  -1.1027  4.6537
C  -0.2728  0.0662  4.1219
C  -2.1286  -0.8474  2.5748
H  -5.7404  0.6007  6.8425
H  -6.1347  2.2418  6.6449
H  -4.4536  1.8140  6.6686
H  -4.9695  2.2771  4.3459
H  -6.2452  1.1334  4.3685
H  -4.5082  0.0496  3.2894
H  -4.3975  -0.7102  4.8146
H  -2.5115  0.9419  5.5673
H  -2.4745  1.4854  3.8807
H  -2.5779  -2.2711  4.8490
H  -1.7869  -1.1510  6.0288
H  -0.4736  -2.9805  4.0993
H  -0.2467  -2.8359  5.8293
H  1.3448  -1.3940  3.9175
H  1.0562  -0.8152  5.5988
H  0.1504  0.4256  3.1839
H  -0.2500  0.9642  4.7393
H  -2.1893  0.0790  2.0035
H  -3.0589  -1.3978  2.7150
H  -1.2570  -1.3993  2.2229
Br  1.1667  -2.0362  0.7345

Cartesian forces (eV/Å) of the 3 atoms listed first:
-0.652 0.075 -0.098
-1.262 0.459 1.942
1.174 1.926 -1.917

Results
Spin multiplicity: 2
Total charge: +1
HOMO-LUMO gap (alpha / beta): 0.09030 / 0.30712 Ha

Taken from the Mulliken analysis, the atomic charges in e are: -1.22 -0.33 -0.43 1.81 -1.35 -0.81 -1.07 -1.21 -1.03 0.32 0.38 0.27 0.28 0.35 0.58 -0.24 0.35 0.40 0.35 0.57 -0.22 0.58 0.80 0.50 0.50 0.45 -0.40 -1.15 -0.77 -0.54 -0.74 0.57 -0.66 -1.01 1.29 -0.99 -0.95 0.29 0.38 0.32 0.39 0.35 0.36 0.32 0.43 0.48 0.36 0.46 0.39 0.48 -0.20 -0.64 0.35 0.20 0.33 0.30 0.36 -1.14 -0.64 -0.57 -0.76 1.31 -0.67 -0.81 -0.70 0.00 -1.26 0.30 0.37 0.28 0.34 0.34 0.29 0.32 0.45 0.20 0.36 0.39 0.28 0.48 0.40 0.37 -0.46 0.35 0.29 0.34 0.26 -0.67